C4H15N2O | ωB97M-V with the def2-TZVPD basis set

XYZ file:
```
22
Properties=species:S:1:pos:R:3:forces:R:3:nbo_charge:R:1
C 1.11128 -0.56880 0.92298 0.19 -0.27 0.98 -0.25
N 1.43671 -0.00857 2.24587 -0.09 0.15 -0.23 -0.86
C 0.54786 0.48297 -0.00227 -1.12 -0.65 0.59 -0.02
N -0.79644 0.86755 0.66569 -1.10 -0.75 -0.36 -0.74
C 1.44988 -0.52438 -2.16543 0.05 -0.05 0.45 -0.62
C 0.19757 -0.10145 -1.38549 0.10 0.69 0.42 -0.41
H 0.34106 -1.32112 1.13619 0.01 -0.09 -0.46 0.20
H 1.94552 -1.10391 0.46488 0.01 0.29 -0.13 0.22
H 2.16110 -0.56290 2.68382 -0.17 -0.02 0.23 0.39
H 1.79115 0.93921 2.20458 0.22 -0.01 -0.19 0.36
H 1.14713 1.39247 0.09556 0.08 -0.12 -0.80 0.22
H -1.59712 0.25274 0.34731 0.78 -0.34 0.27 0.47
H -0.68576 0.74976 1.67959 -0.08 0.39 -0.01 0.45
H -1.28282 1.73617 0.41572 1.11 0.48 0.30 0.43
H 2.21666 0.24509 -2.15459 -0.07 0.33 -0.16 0.22
H 1.29991 -0.84803 -3.19386 -0.34 0.16 0.09 0.25
H 1.90851 -1.35919 -1.63460 -0.08 -0.15 -0.15 0.21
H -0.45245 0.66158 -1.80865 0.31 0.13 -0.92 0.21
H -0.49343 -0.94036 -1.23422 0.33 -0.09 0.12 0.22
H -3.61309 0.36036 -0.96149 -0.52 0.30 -0.55 0.50
H -3.64537 -0.96639 -0.16537 0.12 0.35 -0.11 0.51
O -3.13459 -0.15690 -0.32634 0.26 -0.74 0.60 -0.97
```
Forces are in eV/Å.

Calculated values
* charge: +1
* F_max: 1.4 eV/A
* HOMO-LUMO gap: 10.47 eV
* HOMO: -13.50 eV


C4H15N2O2 | ωB97M-V with the def2-TZVPD basis set

XYZ file:
```
23
Properties=species:S:1:pos:R:3:forces:R:3:nbo_charge:R:1
C 0.03764 -1.20736 -0.68015 0.28 0.69 -0.21 -0.22
C -1.08705 -0.62127 0.19353 -0.82 -0.55 -0.25 -0.46
C -0.65830 0.45425 1.14937 -0.07 0.38 -0.54 -0.42
C -0.64557 1.77215 0.86266 -0.66 -1.07 0.27 0.07
N -0.37142 2.76196 1.74839 0.03 0.35 -0.67 -0.79
N 1.33628 -0.98957 0.02535 0.11 -1.33 0.83 -0.70
H 0.13465 -0.69852 -1.63039 -0.02 0.55 -0.09 0.22
H 0.01831 -2.24816 -0.99267 -0.46 -0.26 0.61 0.23
H -1.91943 -0.26228 -0.41053 0.30 0.15 -0.54 0.25
H -1.58349 -1.44689 0.70211 0.27 -0.03 0.48 0.23
H -0.54321 0.18367 2.16134 0.41 -0.46 1.18 0.20
H -1.01370 2.01763 -0.11874 0.35 0.69 -0.37 0.21
H -0.41120 2.57051 2.73071 0.06 0.02 0.16 0.40
H -0.51537 3.71235 1.45380 -0.03 -0.04 0.20 0.41
H 1.38886 -0.05184 0.44366 0.09 0.37 -0.77 0.45
H 1.48726 -1.56664 0.88077 -0.28 -0.05 -0.43 0.46
H 2.09930 -1.31746 -0.56119 0.39 0.76 -0.07 0.44
H -1.92083 0.61851 -4.91603 -0.45 0.30 -0.94 0.49
H -2.88162 1.95992 -4.84217 0.07 -0.41 -0.90 0.49
O -2.31409 1.32535 -4.41244 0.40 0.09 1.87 -0.98
H 2.76757 -3.06706 2.15923 0.50 0.10 0.67 0.51
H 3.54529 -1.65032 2.30768 0.07 -0.51 0.59 0.51
O 3.05012 -2.24893 1.74571 -0.55 0.28 -1.07 -0.99
```
Forces are in eV/Å.

Calculated values
* charge: +1
* F_max: 1.9 eV/A
* HOMO-LUMO gap: 8.83 eV
* HOMO: -11.74 eV


C4H15N2O4 | ωB97M-V with the def2-TZVPD basis set

XYZ file:
```
25
Properties=species:S:1:pos:R:3:forces:R:3:nbo_charge:R:1
N -0.93703 -0.15430 0.99721 -0.32 -0.63 0.57 -0.70
C -0.45776 1.11158 0.38916 0.30 0.08 -0.56 -0.15
C -0.41898 1.02139 -1.14248 1.09 -0.89 0.04 0.08
C -1.76192 0.78317 -1.78377 -0.89 0.46 0.91 -0.65
O 0.54553 0.02044 -1.50125 -0.39 -0.03 0.13 -0.73
C 0.90217 1.34037 1.09314 -0.25 0.02 0.60 0.67
N 1.89206 1.94640 0.44327 -0.13 0.10 -0.45 -0.77
O 0.96367 0.98158 2.26177 0.07 -0.07 -0.19 -0.63
H -1.95442 -0.22181 1.02672 0.08 -0.23 -0.31 0.44
H -0.60229 -0.20427 1.96965 0.15 0.68 0.17 0.47
H -0.50654 -0.99761 0.59161 -0.32 -0.03 -0.63 0.47
H -1.17196 1.88906 0.66647 0.24 0.10 0.24 0.25
H 0.06338 1.92086 -1.49608 -0.39 0.66 -0.07 0.20
H -1.84596 1.18071 -2.78384 0.21 -0.26 -0.34 0.26
H -2.54845 1.29145 -1.20796 0.15 0.15 -0.11 0.22
H -2.05343 -0.26462 -1.72153 0.20 -0.20 -0.34 0.22
H 0.07971 -0.80841 -1.67885 0.06 -0.01 -0.03 0.49
H 1.89772 2.06394 -0.55548 -0.09 -0.04 0.03 0.41
H 2.76866 2.07343 0.91375 0.14 0.02 0.25 0.43
H -0.27752 -3.27424 -1.40311 0.20 -0.07 0.07 0.50
H 0.69861 -2.48340 -0.45093 0.14 -0.58 0.01 0.50
O -0.22235 -2.72805 -0.61243 -0.28 0.69 0.00 -0.98
H 1.06111 -1.96841 2.45446 -0.06 -0.16 -0.09 0.48
H 2.40602 -2.27467 1.90264 0.05 -0.06 -0.33 0.49
O 1.47996 -2.24460 1.62787 0.05 0.32 0.44 -0.96
```
Forces are in eV/Å.

Calculated values
* charge: +1
* F_max: 1.4 eV/A
* HOMO-LUMO gap: 11.30 eV
* HOMO: -14.35 eV


C4H15N3O | ωB97M-V with the def2-TZVPD basis set

XYZ file:
```
23
Properties=species:S:1:pos:R:3:forces:R:3:nbo_charge:R:1
C 0.75017 0.11778 -1.13374 -2.38 0.98 -3.14 -0.21
C 1.61151 1.03790 -0.38544 2.01 -1.39 1.13 -0.41
C 1.78200 0.59348 1.10025 -0.04 2.90 -1.68 -0.38
N 1.91888 -1.28522 0.90415 -0.78 2.14 0.63 -0.81
N -0.47226 -0.07561 -0.37412 -0.88 -1.86 0.90 -0.67
C -1.44167 -1.25466 -0.70575 1.71 1.55 -1.18 -0.04
N -2.57002 -1.04442 0.16962 -0.17 -2.23 0.21 -0.88
H 1.29569 -0.75783 -1.31921 0.47 -1.55 -0.16 0.20
H 0.53196 0.55675 -2.20897 0.14 -0.62 2.06 0.19
H 1.36018 2.04023 -0.55427 -0.52 1.62 0.36 0.22
H 2.59788 0.86821 -0.80343 0.39 0.39 -0.22 0.21
H 0.94196 1.08640 1.74050 1.28 -1.35 -0.74 0.25
H 2.76639 0.90085 1.48836 -0.63 -0.21 0.01 0.23
H 2.93171 -1.18568 0.80157 -0.05 -0.02 0.62 0.33
H 1.49407 -0.48792 1.61958 0.46 -2.92 1.13 0.35
H -0.11252 -0.44162 0.53165 -0.69 0.53 -0.74 0.37
H -1.64872 -1.20478 -1.80304 -0.05 0.22 0.56 0.15
H -0.81458 -2.17516 -0.59631 -1.07 0.31 0.54 0.18
H -3.03655 -0.15648 0.04003 0.09 -0.06 -0.13 0.41
H -3.25035 -1.81978 0.17282 0.73 0.57 -0.14 0.36
H -2.41874 1.96865 1.10281 -0.21 -0.35 -0.76 0.47
H -1.66495 1.15232 -0.00780 -0.45 0.23 0.16 0.50
O -2.55203 1.56658 0.22072 0.62 1.13 0.58 -1.00
```
Forces are in eV/Å.

Calculated values
* F_max: 4.1 eV/A
* HOMO-LUMO gap: 9.56 eV
* HOMO: -8.90 eV


C4H15N3O | ωB97M-V with the def2-TZVPD basis set

XYZ file:
```
23
Properties=species:S:1:pos:R:3:forces:R:3:nbo_charge:R:1
C 0.78992 -1.72654 -1.42944 -1.01 0.26 1.00 -0.24
C 0.10987 -1.19691 -0.16735 -1.29 -1.12 0.66 -0.48
C -1.14907 -0.33195 -0.52568 0.93 0.06 -1.29 -0.19
N -1.59402 1.77057 2.35161 0.86 -0.35 -0.03 -0.83
C -2.01042 0.96142 1.30541 0.73 0.52 0.74 0.03
N -1.20745 0.92213 0.16061 -1.20 -1.31 -0.85 -0.65
N 2.23676 -2.10039 -1.20967 -0.39 -1.03 -0.83 -0.67
H 0.62472 -0.97529 -2.19777 0.90 -0.09 -0.32 0.24
H 0.28388 -2.63659 -1.71733 -0.05 -0.13 -0.37 0.23
H -0.30640 -2.04086 0.39001 0.27 -0.24 -0.01 0.23
H 0.70773 -0.72057 0.60532 0.53 0.56 -0.46 0.23
H -1.12370 -0.17727 -1.61948 0.24 0.38 0.10 0.17
H -2.04016 -0.94903 -0.47484 -0.25 0.21 0.81 0.22
H -2.19627 2.29702 2.93133 -0.83 0.29 0.17 0.39
H -0.66207 2.14051 2.32454 0.02 -0.04 -0.17 0.38
H -2.97525 0.50031 1.35098 -0.20 -0.01 -0.31 0.18
H -0.39140 1.48653 0.01052 -0.27 0.37 0.65 0.41
H 2.58302 -1.68490 -0.34651 0.51 0.41 -0.36 0.46
H 2.76047 -1.96031 -2.07611 0.49 0.90 0.42 0.45
H 2.34727 -3.11550 -1.11934 -0.37 0.03 0.50 0.44
H 0.97069 3.41203 -0.22000 -0.57 -0.43 -0.28 0.48
H 1.41276 3.30809 1.13704 -0.20 -0.57 0.52 0.49
O 0.82911 2.81750 0.53617 1.18 1.33 -0.27 -0.96
```
Forces are in eV/Å.

Calculated values
* charge: +1
* F_max: 2.0 eV/A
* HOMO-LUMO gap (alpha / beta): 3.64 / 7.69 eV
* HOMO (alpha / beta): -7.39 / -11.44 eV
* 2S+1: 2


C4H15N3OS | ωB97M-V with the def2-TZVPD basis set

XYZ file:
```
24
Properties=species:S:1:pos:R:3:forces:R:3:nbo_charge:R:1
C 0.62706 -0.49948 1.31880 0.45 1.26 -1.08 -0.21
N 0.18783 0.75934 1.85567 -2.50 -0.27 0.83 -0.69
C -1.29767 0.98981 1.99576 2.19 -0.93 1.54 -0.07
N -2.03154 1.57782 0.93388 -0.43 0.32 -0.39 -0.84
C 0.85733 -0.44174 -0.23427 -0.47 -2.87 0.69 -0.07
C 1.95830 -1.52614 -0.47991 -0.71 0.61 0.05 -0.54
S 2.25458 -1.99080 -2.19767 0.54 0.20 -0.71 -0.07
N -0.32714 -0.96865 -0.95551 -0.67 0.91 -0.13 -0.87
H 1.52159 -0.88644 1.83824 -0.23 0.24 -0.15 0.19
H -0.18651 -1.21256 1.45757 0.17 -0.07 0.32 0.19
H 0.67682 1.63322 1.82901 0.72 -0.28 -0.35 0.37
H -1.32094 1.50040 2.96496 -0.73 0.79 -0.54 0.19
H -1.72408 0.01858 2.28347 0.03 0.05 -0.54 0.18
H -1.80730 2.54226 0.73011 0.12 0.02 0.25 0.36
H -1.92460 1.05231 0.07652 -0.07 -0.13 0.04 0.36
H 1.12208 0.58786 -0.52707 0.01 -0.64 -0.21 0.20
H 2.83162 -1.14879 0.05528 0.55 -0.37 -0.66 0.22
H 1.69090 -2.48459 -0.02416 -0.29 0.44 0.46 0.21
H 1.04805 -2.51064 -2.56249 0.40 0.42 0.65 0.15
H -0.89866 -0.25482 -1.38230 0.34 0.16 -0.47 0.38
H -1.00326 -1.49744 -0.40906 0.63 -0.05 0.42 0.35
H -0.84015 1.90607 -2.19128 -0.50 -0.01 0.62 0.46
H -0.37076 1.58950 -3.49599 -0.20 -0.67 -0.53 0.47
O -1.04356 1.26490 -2.87957 0.66 0.87 -0.09 -0.93
```
Forces are in eV/Å.

Calculated values
* F_max: 3.0 eV/A
* HOMO-LUMO gap: 8.68 eV
* HOMO: -8.18 eV


Which value of F_max does entry 6 give?
3.0 eV/A


Among the records above, which one has the highest F_max?
number 4